ORCA calculation (ωB97M-V/def2-TZVPD) on a 7-piece molecular cluster, C24H67N5O9 overall at a distorted geometry.

Calculated values
Relative energy (zero: lowest compared OMol25 entry of this formula, charge and spin) = 418.33 kJ/mol
SMILES string = COC[C@H](C)N.COC[C@H](C)N.COC[C@H](C)N.COC[C@H](C)N.COC[C@H](C)N.OCCO.OCCO
E_tot = -51844.7236 eV
HOMO level = -8.889 eV
Molecular weight = 569.826 g/mol
Gap between HOMO and LUMO = 9.29 eV
LUMO energy = 0.40 eV

```
! RIJCOSX wB97M-V def2-TZVPD def2/J DEFGRID3
* xyz 0 1
C -1.3949 6.2655 -6.2472
O -1.2997 5.4372 -5.0882
C -2.2170 5.7745 -4.0758
C -2.2520 4.6387 -3.0263
C -2.6911 3.2490 -3.2475
N -3.0047 5.0246 -1.8692
H -1.1218 7.2891 -5.9907
H -2.3657 6.5816 -6.6291
H -0.7633 5.8878 -7.0513
H -1.9956 6.7866 -3.7371
H -3.2380 5.7180 -4.4532
H -1.2055 4.6876 -2.7253
H -2.6734 2.6267 -2.3528
H -2.2226 2.7479 -4.0945
H -3.7541 3.2136 -3.4859
H -2.6002 5.8634 -1.4782
H -2.8590 4.3639 -1.1193
C 3.1902 -0.3978 -3.2098
O 2.8949 0.5202 -4.1568
C 1.4942 0.6352 -4.4914
C 1.4071 1.7433 -5.6202
C 1.1473 3.1894 -5.1163
N 0.2809 1.6550 -6.5116
H 4.1728 -0.1285 -2.8223
H 3.2797 -1.3069 -3.8044
H 2.5122 -0.5466 -2.3695
H 0.9721 -0.2578 -4.8349
H 0.8444 0.9313 -3.6679
H 2.2578 1.7520 -6.3016
H 1.7096 3.3389 -4.1946
H 0.1226 3.3770 -4.7954
H 1.3774 3.9102 -5.9010
H -0.5336 2.1849 -6.2359
H 0.0672 0.7246 -6.8415
C -1.8380 -1.5476 4.1897
O -3.1935 -1.5045 4.2844
C -3.7034 -0.6138 3.2175
C -3.7446 -1.2401 1.8136
C -3.7199 -0.2282 0.7429
N -4.8642 -2.1509 1.6441
H -1.4840 -1.7865 5.1926
H -1.3340 -0.5893 4.0642
H -1.3293 -2.1600 3.4452
H -4.7438 -0.3627 3.4239
H -3.1479 0.3238 3.1964
H -2.7982 -1.7706 1.7093
H -4.6587 0.2933 0.5567
H -3.6285 -0.8232 -0.1658
H -2.9485 0.5352 0.8437
H -5.6723 -1.5814 1.4373
H -5.0466 -2.6543 2.5005
C -0.0900 1.5210 -0.7606
O 0.3934 1.1621 0.5822
C 1.5535 0.2874 0.4991
C 1.1099 -1.1487 0.0069
C 0.0660 -1.8317 0.9085
N 2.2670 -1.9923 -0.1770
H -0.6913 2.4247 -0.6619
H -0.5857 0.6179 -1.1168
H 0.7227 1.8285 -1.4188
H 2.2937 0.8554 -0.0645
H 1.9360 0.2916 1.5197
H 0.6085 -0.9897 -0.9478
H -0.1130 -2.9030 0.8170
H -0.8535 -1.2494 0.8498
H 0.4811 -1.7199 1.9101
H 1.9155 -2.8201 -0.6366
H 2.6061 -2.2482 0.7393
C 1.1403 1.0178 7.1074
O 1.8803 0.9961 5.8197
C 3.2689 0.8997 6.1188
C 4.0033 1.5134 4.8585
C 3.4704 0.8179 3.5814
N 5.4324 1.4173 4.9405
H 0.1706 0.6394 6.7840
H 1.0259 2.0437 7.4577
H 1.4546 0.2993 7.8644
H 3.4980 1.6206 6.9036
H 3.6781 -0.0700 6.4021
H 3.7580 2.5753 4.8788
H 3.6699 1.4617 2.7248
H 2.3814 0.7721 3.5721
H 3.9125 -0.1655 3.4216
H 5.8206 1.6513 5.8430
H 5.8606 2.0576 4.2873
O 3.4040 -4.4882 3.7787
C 3.6827 -5.0588 2.4936
C 2.5676 -5.9839 1.8641
O 2.7606 -7.3212 2.0734
H 3.2616 -5.2508 4.3443
H 3.7914 -4.2228 1.8027
H 4.6830 -5.4918 2.4942
H 2.6159 -5.7866 0.7932
H 1.5257 -5.8467 2.1534
H 2.0693 -7.8510 1.6697
O -4.3298 -3.7363 -0.8476
C -2.9035 -3.6995 -1.2053
C -2.5211 -5.1009 -1.9049
O -2.7437 -6.0220 -0.8245
H -4.5106 -2.9426 -0.3388
H -2.6924 -2.8972 -1.9123
H -2.4198 -3.3844 -0.2808
H -1.4678 -5.2198 -2.1592
H -3.0439 -5.3265 -2.8344
H -3.4576 -5.6219 -0.3227
*
```

Atomic partial charges in e from the Löwdin method, atoms 1 to 6:
1. C -0.101
2. O -0.196
3. C -0.188
4. C -0.470
5. C -0.066
6. N 0.024

=====

ORCA calculation (ωB97M-V/def2-TZVPD) on a 7-piece molecular cluster, C24H67N5O9 overall at a distorted geometry.

Calculated values
Relative energy (zero: lowest compared OMol25 entry of this formula, charge and spin) = 517.47 kJ/mol
SMILES string = COC[C@H](C)N.COC[C@H](C)N.COC[C@H](C)N.COC[C@H](C)N.COC[C@H](C)N.OCCO.OCCO
E_tot = -51843.6961 eV
HOMO level = -8.639 eV
Molecular weight = 569.826 g/mol
Gap between HOMO and LUMO = 9.20 eV
LUMO energy = 0.56 eV

```
! RIJCOSX wB97M-V def2-TZVPD def2/J DEFGRID3
* xyz 0 1
C 3.9944 3.2819 -0.2171
O 4.1503 3.1155 1.1866
C 4.7461 1.9139 1.5304
C 3.6372 0.8782 2.0443
C 2.7644 1.5212 3.1824
N 4.1860 -0.3154 2.5738
H 4.0283 4.2859 -0.4807
H 3.1128 2.8025 -0.6553
H 4.8803 2.8999 -0.7418
H 5.4177 1.6046 0.7748
H 5.3366 2.0984 2.4058
H 2.8924 0.8346 1.2626
H 3.2929 2.0513 3.9554
H 2.0732 0.7893 3.6851
H 2.2058 2.2834 2.7238
H 4.7640 -0.7160 1.9068
H 4.7235 -0.0309 3.3229
C 2.5583 -3.2279 -1.8729
O 2.7041 -2.5667 -0.6232
C 2.6256 -3.2793 0.6450
C 1.1674 -3.0611 1.1801
C 1.1119 -1.7317 1.9384
N 0.7378 -4.1363 2.0139
H 3.0577 -2.6793 -2.7130
H 1.4749 -3.3585 -1.9922
H 2.9120 -4.2483 -1.7531
H 2.9250 -4.2522 0.5532
H 3.3752 -2.7584 1.2602
H 0.4735 -3.1355 0.3543
H 0.1192 -1.4189 2.2365
H 1.4329 -0.9750 1.2582
H 1.6023 -1.6556 2.8955
H 0.6497 -4.9667 1.4528
H 1.4880 -4.3572 2.6666
C -0.6608 5.0330 -1.0826
O -1.0629 4.2930 0.1025
C -1.5157 2.9942 -0.2561
C -1.5948 2.2286 1.1017
C -0.3063 2.2303 1.9487
N -2.0048 0.8124 0.9224
H -0.3483 6.0103 -0.6292
H -1.5229 5.3766 -1.6675
H 0.0702 4.5113 -1.6054
H -2.5606 3.1831 -0.7823
H -0.8167 2.6169 -0.9620
H -2.3555 2.7846 1.6201
H 0.4658 1.9826 1.3507
H -0.3060 1.3986 2.5821
H -0.0244 3.1314 2.4591
H -2.7115 0.6620 0.2238
H -1.2313 0.3731 0.4392
C -2.2934 -2.9409 2.6753
O -2.5632 -3.3695 1.3739
C -2.4894 -2.3118 0.4409
C -2.7437 -2.7373 -0.9570
C -1.5684 -3.5759 -1.6170
N -2.9011 -1.4711 -1.7173
H -1.3641 -3.2359 3.2209
H -3.2310 -3.1898 3.3094
H -2.1714 -1.8277 2.8236
H -3.1884 -1.5155 0.8180
H -1.4769 -1.8687 0.4439
H -3.6853 -3.3141 -1.0579
H -0.5672 -3.1116 -1.5680
H -1.6794 -3.8900 -2.6527
H -1.4128 -4.5227 -1.0495
H -3.5889 -0.9907 -1.1458
H -3.2760 -1.6429 -2.6312
C -8.2068 3.4541 -1.2812
O -6.7734 3.0641 -1.0491
C -6.6226 1.6855 -1.0904
C -5.1194 1.5397 -0.9340
C -4.3631 1.6040 -2.2734
N -4.9450 0.2376 -0.4060
H -8.1053 4.4806 -1.0735
H -8.8040 2.8298 -0.5036
H -8.6746 3.3794 -2.2152
H -7.1267 1.3632 -0.2672
H -6.9825 1.2001 -2.0150
H -4.7719 2.3394 -0.2356
H -3.2701 1.3759 -2.1595
H -4.3113 2.5581 -2.7821
H -4.7590 0.9119 -3.0521
H -5.5944 -0.2974 -1.0390
H -5.5098 0.3697 0.4101
O 2.7888 -0.0341 -1.5998
C 1.5004 0.5650 -1.3663
C 0.3733 -0.4034 -1.8536
O -0.7181 0.2764 -1.6658
H 2.7454 -0.9117 -1.2589
H 1.3425 1.0520 -0.3637
H 1.5458 1.4241 -2.0496
H 0.4039 -1.3053 -1.2626
H 0.2831 -0.7487 -2.9557
H -1.5047 -0.2894 -1.7403
O 6.2800 -1.3117 1.0211
C 5.7799 -0.9111 -0.2591
C 5.6237 -2.0339 -1.2626
O 5.2063 -1.6386 -2.3964
H 6.6167 -0.5891 1.4574
H 4.8741 -0.3356 -0.0686
H 6.5456 -0.2131 -0.6520
H 5.1527 -2.7766 -0.5921
H 6.6365 -2.4629 -1.3965
H 4.5297 -1.0436 -2.2022
*
```

Atomic partial charges in e from the Löwdin method, atoms 1 to 6:
1. C -0.070
2. O -0.157
3. C -0.192
4. C -0.388
5. C -0.046
6. N 0.086